(1)
DFT (ωB97M-V/def2-TZVPD) results for the molecule C8H15NO2S.

relative energy (zero: lowest compared OMol25 entry of this formula, charge and spin): 0.00 kcal/mol

Cartesian coordinates (Å):
C -1.37701 -0.49979 -0.39060
C -0.06707 0.18807 0.04874
C 0.12386 1.57086 -0.48730
C 0.02775 1.49427 -2.04212
C 0.97987 -0.91009 -0.52578
C 2.34622 -0.88791 0.08825
C 0.55565 -1.13584 2.29064
C 0.08763 0.22753 1.62308
H -3.37671 0.09147 -0.79374
H -2.66123 0.64479 0.61576
H -1.52881 -1.40951 0.15578
H -1.28524 -0.67353 -1.41581
H 1.09212 1.98052 -0.16182
H -0.58867 2.20350 -0.03083
H -1.88650 1.15738 -1.81346
H 0.57819 -1.93766 -0.42506
H 1.07837 -0.82801 -1.68908
H 3.05877 -1.46134 -0.52138
H 2.93986 0.01742 0.14040
H -0.07503 -2.01761 2.16154
H 0.76089 -0.99854 3.36309
H 0.80190 1.01371 1.80698
H -0.98998 0.55448 1.90383
N -2.52356 0.46330 -0.29680
O -1.28924 1.32128 -2.62604
O 0.96732 1.47388 -2.78516
S 2.25066 -1.64263 1.80691

Atoms 1-3, force components in eV/Å:
-0.7476 2.3489 1.0351
1.3777 -3.8462 0.6231
0.8184 -0.2984 -1.5576

***

(2)
DFT (ωB97M-V/def2-TZVPD) results for the ion C8H15NP with charge +1.

relative energy (zero: lowest compared OMol25 entry of this formula, charge and spin): 74.94 kcal/mol
total charge: +1

Cartesian coordinates (Å):
C -1.46383 -1.32927 -0.82319
C -1.43462 -0.66189 0.35465
C -0.60662 -1.34457 -1.92280
C 1.72406 -0.42293 -1.96355
C 1.36499 -0.87869 -3.36717
C 1.24350 -0.44848 1.67585
C -1.22943 0.90962 2.74733
C 0.19731 2.05489 0.70589
N 0.54734 -0.82471 -2.19520
P -0.31947 0.44530 1.23723
H -2.43335 -1.83148 -0.97792
H -2.32991 -0.63376 0.94314
H -1.07722 -1.68847 -2.88619
H 2.22422 0.28839 -1.37981
H 1.64530 -1.78670 -3.90804
H 0.99985 -0.29244 -4.09378
H 1.57412 -0.99537 0.76843
H 1.08889 -1.18122 2.44291
H 2.10725 0.17138 1.76412
H -1.76043 0.06990 2.98007
H -1.91614 1.67894 2.48664
H -0.64256 1.38336 3.55347
H 0.58221 2.15673 -0.35829
H 0.65048 2.47598 1.60478
H -0.73594 2.68547 0.61143

Atoms 1-3, force components in eV/Å:
-0.3918 0.8578 0.3746
0.7024 1.4303 1.1470
-3.1810 -1.4243 -2.4069

***

(3)
DFT (ωB97M-V/def2-TZVPD) results for the molecule C8H15O2PS2.

relative energy (zero: lowest compared OMol25 entry of this formula, charge and spin): 0.00 kcal/mol

Cartesian coordinates (Å):
C -0.29057 -0.52280 1.01045
C 0.69127 -0.31374 1.88126
C -0.44652 -1.96316 -1.05115
C -2.46698 -1.63965 0.53743
C -0.36582 -2.97986 1.27631
C 2.06505 1.19397 -2.40797
C 0.47915 4.33330 0.50772
C -0.92413 -1.80260 0.39412
O 0.72318 1.23531 -1.65600
O 0.40930 3.34391 -0.48426
P 0.76484 1.84547 -0.15882
S -1.02352 1.05284 0.53585
S 1.89419 -0.20380 2.88456
H -1.03306 -2.71373 -1.46949
H -0.59711 -1.03913 -1.56913
H 0.66073 -2.09326 -1.15794
H -2.78818 -1.33618 1.59045
H -2.82743 -0.99408 -0.11645
H -2.84293 -2.69505 0.39166
H 0.20307 -2.68673 2.14211
H 0.37321 -3.50988 0.70544
H -1.17503 -3.65531 1.53236
H 2.86757 1.03188 -1.73073
H 2.14706 2.01294 -3.01030
H 1.86609 0.28636 -2.97962
H -0.40685 4.50340 1.13025
H 0.63149 5.27437 0.02763
H 1.41192 4.03520 1.24424

Atoms 1-3, force components in eV/Å:
0.4269 0.9465 0.4644
-0.4638 -1.3511 -0.5504
1.2046 1.5165 1.0880

***

(4)
DFT (ωB97M-V/def2-TZVPD) results for a structure of composition C8H15O5P.

relative energy (zero: lowest compared OMol25 entry of this formula, charge and spin): 0.00 kcal/mol
total charge: -2

Cartesian coordinates (Å):
C 0.81092 0.96032 -0.69152
C 0.32668 -0.46863 1.94532
C -1.08456 -0.89767 -1.65283
C -1.78647 -1.82767 0.54757
C -2.09794 0.53752 0.07278
C 2.30456 2.88619 -0.04208
C 0.27999 -0.36321 0.36664
C -1.16239 -0.66315 -0.21701
O 1.76133 -2.50722 -0.99266
O 1.83225 0.19267 -1.25177
O 0.03744 1.64008 -1.40585
O 2.94425 -1.16802 0.77778
O 1.47791 1.86041 0.40755
P 1.84045 -1.19872 -0.21561
H 0.58105 -1.52166 2.14105
H 1.04872 0.28931 2.23012
H -0.64188 -0.21524 2.46898
H -0.60309 -1.93606 -2.03651
H -2.02757 -0.95013 -2.18939
H -0.41301 -0.18956 -2.15404
H -2.14003 -1.66892 1.57067
H -2.66392 -2.22272 -0.01321
H -1.01129 -2.63922 0.50093
H -1.98737 0.85971 1.11336
H -3.13021 0.26913 -0.20684
H -1.78115 1.41993 -0.59581
H 3.18578 2.47420 -0.54662
H 2.48516 3.52014 0.80773
H 1.61438 3.52821 -0.73876

Atoms 1-3, force components in eV/Å:
0.3820 0.1097 3.7473
-1.1915 1.0453 -1.1751
1.6224 -3.2008 -3.7838

***

(5)
DFT (ωB97M-V/def2-TZVPD) results for a structure of composition C8H15O5PZn.

relative energy (zero: lowest compared OMol25 entry of this formula, charge and spin): 0.00 kcal/mol
total charge: +2

Cartesian coordinates (Å):
C 2.37044 -0.19782 2.16903
P 2.88006 -0.13445 0.42500
O 2.53941 1.42046 -0.00284
C 1.57993 -1.16481 -0.46753
C 0.11907 -0.65642 -0.39192
C -0.68994 -0.84535 0.90185
C -2.21992 -0.93467 0.61766
C -3.03207 0.36646 0.59320
O -2.23876 1.60517 0.42343
C -2.34362 2.28215 -0.69081
O -1.66096 1.99303 -1.70067
O 1.97320 -1.42473 -1.84035
C 2.33985 -0.42600 -2.64502
O 1.51577 0.33738 -3.19310
H 2.07765 -1.20537 2.47216
H 3.20356 0.16044 2.77638
H 1.51889 0.47806 2.34105
H 1.99324 1.88797 0.64437
H 1.63066 -2.14702 0.01733
H 0.09840 0.40385 -0.70188
H -0.37566 -1.30363 -1.15956
H -0.50945 -0.00379 1.57976
H -0.36914 -1.74205 1.43664
H -2.68778 -1.54435 1.39694
H -2.35224 -1.47872 -0.31944
H -3.58729 0.52239 1.52040
H -3.76304 0.30919 -0.21662
H -2.94642 3.19898 -0.70658
H 3.39892 -0.43030 -2.92510
Zn -0.46277 0.67397 -2.35378

Atoms 1-3, force components in eV/Å:
-0.7220 0.2823 -0.1624
1.5960 -0.2526 -0.3472
-0.7033 -0.2222 -0.0165

***

(6)
DFT (ωB97M-V/def2-TZVPD) results for a structure of composition C8H15O8V.

expectation value of S²: 3.753
multiplicity: 4
total charge: -1

Cartesian coordinates (Å):
V 0.03685 -0.05069 0.21138
C -1.94667 -1.76166 3.53303
C -1.28142 -1.29985 2.22311
O -1.67510 -0.25340 1.64818
O -0.26267 -1.74545 1.68887
H -2.91909 -1.27326 3.59598
H -1.29425 -1.53469 4.37622
H -1.96774 -2.84137 3.68096
C 2.82320 1.94069 2.40876
C 1.81803 1.18924 1.64153
O 0.71206 1.68556 1.39994
O 1.91477 0.05349 1.19039
H 2.74305 1.85211 3.49220
H 2.83204 3.01130 2.20426
H 3.74835 1.40804 2.18856
C 0.26283 -2.92698 -2.91996
C 0.23685 -1.95384 -1.71139
O -0.73354 -1.27759 -1.41104
O 1.15504 -1.66849 -0.96343
H 0.20229 -3.98711 -2.67384
H 1.06653 -2.75656 -3.63627
H -0.63563 -2.70541 -3.49596
C -0.02132 1.89765 -2.31897
C -1.49997 1.81014 -1.88391
O -1.54904 1.44008 -0.50791
O 0.84070 1.10822 -1.54761
H 0.24281 2.94903 -2.20525
H 0.00563 1.60360 -3.36821
H -1.96032 0.96618 -2.39764
H -2.09396 2.68069 -2.16218
H -2.47895 1.41381 -0.27088
H 1.67863 1.02652 -2.00891

Atoms 1-3, force components in eV/Å:
-0.0550 0.8588 0.2710
0.6884 -0.2935 -0.4706
0.5707 1.4517 -0.7795

***

Electronic energy per entry: -24958.9487 -19306.8944 -43591.6492 -28065.5980 -76464.7486 -50609.3338 eV
Maximum force per entry: 4.92 4.24 6.20 5.21 1.78 6.66 eV/Å